Run i
This record from the Open Molecules 2025 dataset describes a cluster of 3 separate species, C6H7N3O2 in total. The level of theory is ωB97M-V with the def2-TZVPD basis set.

Summary:
Gap between HOMO and LUMO: 8.110 eV
Lowest unoccupied orbital energy: -0.03321 hartree
Spin multiplicity: 1
E_HOMO: -9.013 eV
Net charge: 0

Each atom is followed by the atoms it is bonded to, with distances in Å.
Element x y z (Å)
1 C 1.21 1.90 -0.04  C2 1.513, H8 1.317
2 C 0.33 0.67 -0.07  C1 1.513, C3 1.389, C6 1.414
3 C -1.02 0.68 -0.39  C2 1.389, C4 1.413, H10 1.052
4 C -1.75 -0.49 -0.07  C3 1.413, N14 1.448, N15 1.230
5 C 0.09 -1.73 -0.18  C6 1.430, H13 1.211, N15 1.370
6 C 0.94 -0.60 0.03  C2 1.414, C5 1.430, N16 1.513
7 H 1.03 1.94 1.47  no bonds
8 H 0.76 2.93 -0.73  C1 1.317
9 H 2.66 1.51 -0.43  no bonds
10 H -1.53 1.60 -0.42  C3 1.052
11 H -3.80 0.29 0.24  N14 0.972
12 H -3.61 -1.28 0.68  N14 1.049
13 H 0.72 -2.73 -0.47  C5 1.211
14 N -3.16 -0.44 0.25  C4 1.448, H11 0.972, H12 1.049
15 N -1.27 -1.63 -0.09  C4 1.230, C5 1.370
16 N 2.44 -0.77 0.17  C6 1.513, O17 1.276, O18 1.204
17 O 2.75 -1.99 -0.08  N16 1.276
18 O 3.22 0.15 0.14  N16 1.204

---

Run ii
This record from the Open Molecules 2025 dataset describes the molecule C6H7N3O2. The level of theory is ωB97M-V with the def2-TZVPD basis set.

Summary:
Gap between HOMO and LUMO: 8.107 eV
Structure (SMILES): CC1=CN(C#N)[C@H]([N+](=O)[O-])C1
Lowest unoccupied orbital energy: -0.02586 hartree
Spin multiplicity: 1
E_HOMO: -8.811 eV
Net charge: 0

Each atom is followed by the atoms it is bonded to, with distances in Å.
Element x y z (Å)
1 C -2.31 -0.08 -0.92  C2 1.522, H12 1.083, H13 1.129, H14 1.192
2 C -0.97 0.21 -0.25  C1 1.522, C3 1.317, C11 1.489
3 C -0.10 1.12 -0.65  C2 1.317, N4 1.360, H15 0.995
4 N 1.07 1.05 0.02  C3 1.360, C5 1.264, C7 1.722
5 C 1.86 1.93 0.47  N4 1.264, N6 1.133
6 N 2.69 2.52 0.96  C5 1.133
7 C 1.01 -0.49 0.80  N4 1.722, N8 1.400, C11 1.517, H16 1.037
8 N 1.64 -1.36 -0.09  C7 1.400, O9 1.199, O10 1.222
9 O 2.70 -1.03 -0.54  N8 1.199
10 O 0.98 -2.35 -0.38  N8 1.222
11 C -0.50 -0.63 0.89  C2 1.489, C7 1.517, H17 1.094, H18 1.107
12 H -3.03 -0.03 -0.11  C1 1.083
13 H -2.24 -1.08 -1.43  C1 1.129
14 H -2.56 0.77 -1.71  C1 1.192
15 H -0.26 1.89 -1.27  C3 0.995
16 H 1.58 -0.45 1.67  C7 1.037
17 H -0.76 -0.33 1.91  C11 1.094
18 H -0.78 -1.67 0.63  C11 1.107

---

Relative energies, unit eV: run i 2.954; run ii 0.000

---

Run i
This record from the Open Molecules 2025 dataset describes the molecule C4H8N4. The level of theory is ωB97M-V with the def2-TZVPD basis set.

Summary:
Gap between HOMO and LUMO: 7.584 eV
Structure (SMILES): NC(N)=C1C=NNC1
Lowest unoccupied orbital energy: 0.01410 hartree
Spin multiplicity: 1
E_HOMO: -7.200 eV
Net charge: 0

Each atom is followed by the atoms it is bonded to, with distances in Å.
Element x y z (Å)
1 N -1.92 0.54 -1.33  C2 1.396, H9 0.997, H10 1.020
2 C -0.56 0.26 -1.22  N1 1.396, N3 1.441, C4 1.397
3 N 0.16 -0.05 -2.43  C2 1.441, H11 0.984, H12 1.182
4 C 0.02 -0.06 0.00  C2 1.397, C5 1.376, C8 1.525
5 C -0.60 0.24 1.19  C4 1.376, N6 1.317, H13 1.103
6 N 0.05 -0.02 2.30  C5 1.317, N7 1.470
7 N 1.40 -0.38 1.86  N6 1.470, C8 1.502, H14 1.036
8 C 1.47 -0.40 0.36  C4 1.525, N7 1.502, H15 1.120, H16 1.185
9 H -2.18 0.92 -2.22  N1 0.997
10 H -2.49 -0.06 -0.73  N1 1.020
11 H 1.09 -0.33 -2.33  N3 0.984
12 H -0.35 -1.11 -2.59  N3 1.182
13 H -1.68 0.47 1.19  C5 1.103
14 H 2.19 0.13 2.31  N7 1.036
15 H 2.06 0.42 -0.13  C8 1.120
16 H 1.62 -1.36 -0.31  C8 1.185

---

Run ii
This record from the Open Molecules 2025 dataset describes the molecule C4H8N4. The level of theory is ωB97M-V with the def2-TZVPD basis set.

Summary:
Gap between HOMO and LUMO: 8.063 eV
Structure (SMILES): N[C@@H]1[C@H]2NC=NN[C@H]12
Lowest unoccupied orbital energy: 0.03696 hartree
Spin multiplicity: 1
E_HOMO: -7.057 eV
Net charge: 0

Each atom is followed by the atoms it is bonded to, with distances in Å.
Element x y z (Å)
1 N 2.35 0.23 -0.51  C2 1.529, H9 1.033, H10 0.939
2 C 1.39 -0.31 0.55  N1 1.529, C3 1.592, C8 1.467, H11 1.204
3 C 0.04 -0.78 -0.15  C2 1.592, N4 1.435, C8 1.491, H12 1.156
4 N -1.32 -1.22 0.02  C3 1.435, C5 1.462, H13 0.939
5 C -2.24 -0.09 -0.10  N4 1.462, N6 1.359, H14 1.152
6 N -1.84 1.20 -0.13  C5 1.359, N7 1.322
7 N -0.58 1.38 0.23  N6 1.322, C8 1.343, H15 1.071
8 C 0.11 0.38 0.79  C2 1.467, C3 1.491, N7 1.343, H16 1.088
9 H 1.90 0.64 -1.34  N1 1.033
10 H 2.98 0.68 0.04  N1 0.939
11 H 2.06 -0.76 1.44  C2 1.204
12 H 0.25 -0.58 -1.27  C3 1.156
13 H -1.37 -2.00 -0.50  N4 0.939
14 H -3.29 -0.57 -0.14  C5 1.152
15 H -0.04 2.00 -0.46  N7 1.071
16 H -0.39 -0.22 1.55  C8 1.088

---

Relative energies, unit eV: run i 0.000; run ii 3.424

---

Run i
This record from the Open Molecules 2025 dataset describes the molecule C4H8N4. The level of theory is ωB97M-V with the def2-TZVPD basis set.

Summary:
Gap between HOMO and LUMO: 8.783 eV
Structure (SMILES): C1=C\NNCC/N=N/1
Lowest unoccupied orbital energy: 0.02881 hartree
Spin multiplicity: 1
E_HOMO: -7.999 eV
Net charge: 0

Each atom is followed by the atoms it is bonded to, with distances in Å.
Element x y z (Å)
1 C 0.36 2.00 -0.07  C2 1.325, N8 1.452, H9 1.033
2 C -0.31 1.65 -1.15  C1 1.325, N3 1.413, H10 1.031
3 N -0.77 0.32 -1.26  C2 1.413, N4 1.367, H11 1.200
4 N -1.10 -0.48 -0.20  N3 1.367, C5 1.498, H12 1.125
5 C -0.17 -1.48 0.43  N4 1.498, C6 1.524, H13 1.143, H14 1.221
6 C 1.14 -1.07 1.09  C5 1.524, N7 1.549, H15 1.058, H16 1.186
7 N 1.44 0.23 0.30  C6 1.549, N8 1.243
8 N 0.67 0.99 0.92  C1 1.452, N7 1.243
9 H 0.50 3.00 0.17  C1 1.033
10 H -0.51 2.14 -2.04  C2 1.031
11 H -1.39 0.01 -2.24  N3 1.200
12 H -1.90 -0.12 0.50  N4 1.125
13 H -0.02 -2.16 -0.47  C5 1.143
14 H -0.74 -2.20 1.24  C5 1.221
15 H 0.78 -1.05 2.08  C6 1.058
16 H 2.00 -1.78 0.70  C6 1.186

---

Run ii
This record from the Open Molecules 2025 dataset describes the molecule C4H8N4. The level of theory is ωB97M-V with the def2-TZVPD basis set.

Summary:
Gap between HOMO and LUMO: 8.607 eV
Structure (SMILES): [H]/N=C(N)/C=C\C(N)=N/[H]
Lowest unoccupied orbital energy: -0.00327 hartree
Spin multiplicity: 1
E_HOMO: -8.696 eV
Net charge: 0

Each atom is followed by the atoms it is bonded to, with distances in Å.
Element x y z (Å)
1 H 1.47 -0.99 -2.34  N2 1.039
2 N 1.19 -0.34 -1.59  H1 1.039, C3 1.294
3 C -0.08 -0.15 -1.43  N2 1.294, N4 1.452, C5 1.443
4 N -1.01 -0.79 -2.35  C3 1.452, H11 1.061, H12 1.003
5 C -0.76 0.62 -0.42  C3 1.443, C6 1.307, H13 1.123
6 C -0.35 1.01 0.76  C5 1.307, C7 1.483, H14 1.162
7 C 0.37 0.26 1.81  C6 1.483, N8 1.336, N9 1.353
8 N 1.20 -0.76 1.52  C7 1.336, H15 1.020, H16 1.099
9 N 0.26 0.69 3.08  C7 1.353, H10 1.065
10 H -0.50 1.43 3.17  N9 1.065
11 H -2.07 -0.78 -2.27  N4 1.061
12 H -0.46 -1.29 -3.02  N4 1.003
13 H -1.72 1.12 -0.73  C5 1.123
14 H -0.94 1.92 1.17  C6 1.162
15 H 1.93 -1.01 2.18  N8 1.020
16 H 1.48 -0.95 0.47  N8 1.099

---

Relative energies, unit eV: run i 4.587; run ii 0.000